Record 1
{
  "formula": "C23H28BrClGdN2O8",
  "method": "the ωB97M-V functional and the def2-TZVPD basis",
  "lumo_energy_ev": [2.250, 2.253],
  "homo_lumo_gap_ev": [7.2, 7.3],
  "homo_ha": [-0.182, -0.186],
  "s_squared": 15.89,
  "energy_ha": -5404.76795,
  "multiplicity": 8,
  "charge": -1,
  "relative_energy_ev": 0.055,
  "elements": ["Gd", "C", "O", "C", "C", "C", "C", "C", "C", "O", "C", "O", "C", "H", "H", "H", "H", "H", "H", "H", "H", "H", "N", "C", "C", "O", "O", "H", "H", "H", "H", "Br", "C", "C", "C", "C", "C", "C", "C", "O", "O", "H", "H", "H", "H", "C", "N", "C", "C", "C", "O", "H", "H", "H", "H", "H", "H", "H", "H", "H", "Cl", "C", "H", "H"],
  "positions_angstrom": [[-1.05410, -0.22770, 0.22800], [-0.40790, 2.17670, -5.49670], [-0.02830, 0.86120, -5.84900], [0.16940, -0.00150, -4.81270], [0.23910, -1.37530, -5.14430], [0.23400, -2.30950, -4.14950], [0.19770, -1.94860, -2.78770], [-0.09050, -2.88670, -1.74750], [0.15530, -4.36750, -1.99130], [-0.58480, -2.54980, -0.65180], [0.34920, -0.55200, -2.43870], [0.56820, -0.16040, -1.25330], [0.28610, 0.38600, -3.50570], [-0.63900, 2.68730, -6.43120], [0.41420, 2.69690, -4.99460], [-1.28650, 2.17670, -4.84020], [0.23710, -1.65810, -6.18460], [0.18160, -3.35380, -4.41760], [-0.64340, -4.78320, -2.60290], [0.14580, -4.88670, -1.03530], [1.10470, -4.53040, -2.49530], [0.27100, 1.42180, -3.20740], [-0.43640, 2.28240, 0.22610], [0.19250, 2.68130, 1.48500], [-0.14220, 1.65190, 2.63690], [0.28890, 1.91410, 3.75250], [-0.83650, 0.66000, 2.28730], [0.05450, 2.68510, -0.57050], [-1.40330, 2.61230, 0.19010], [-0.10790, 3.68800, 1.81910], [1.27870, 2.68060, 1.35410], [-3.69170, -4.30120, -1.65000], [-4.39510, -2.56060, -1.95460], [-5.76270, -2.36420, -1.89210], [-6.24990, -1.08070, -2.08290], [-5.38330, -0.02660, -2.32000], [-4.01220, -0.24170, -2.35630], [-3.51240, -1.52810, -2.18710], [-2.99110, 0.89960, -2.45730], [-3.11160, 1.75890, -3.32430], [-2.08550, 0.82730, -1.57840], [-6.42890, -3.19330, -1.69430], [-7.31440, -0.90110, -2.03330], [-5.76490, 0.97230, -2.46780], [-2.44760, -1.70460, -2.25620], [1.08720, -4.71530, 2.53480], [0.58750, -3.38990, 2.25890], [-0.82670, -3.13450, 2.45990], [1.34320, -2.41400, 1.71560], [2.82430, -2.69750, 1.59090], [0.87250, -1.33610, 1.37140], [0.25890, -5.35750, 2.82810], [1.81650, -4.69710, 3.34940], [1.57010, -5.15550, 1.66130], [-1.20710, -3.77720, 3.25240], [-1.39330, -3.30000, 1.53510], [-0.96300, -2.08950, 2.75020], [3.21430, -3.15840, 2.49510], [3.32700, -1.75370, 1.40770], [3.00910, -3.35330, 0.74120], [-3.77710, 0.65140, 1.06880], [-3.22500, -1.11760, 1.05190], [-4.08240, -1.60190, 0.55540], [-3.34470, -1.38710, 2.11640]],
  "atomic_forces_ev_per_a": [[-0.674, 0.097, 0.699], [-0.120, 0.354, 0.141], [0.179, -0.566, 0.175], [-0.021, -0.099, -0.009], [-0.030, 0.001, -0.278], [-0.082, 0.110, 0.065], [0.052, 0.796, 0.228], [-0.223, -0.338, 0.460], [-0.009, 0.217, 0.213], [0.260, -0.392, -0.571], [0.224, -0.601, -1.258], [0.649, 0.173, -0.222], [-0.008, 0.244, 0.221], [0.028, -0.041, 0.051], [-0.018, 0.042, -0.061], [0.091, -0.032, -0.072], [-0.094, -0.048, -0.124], [0.038, -0.152, -0.048], [-0.083, 0.002, -0.089], [-0.021, 0.015, 0.052], [0.054, -0.031, -0.075], [-0.042, 0.077, -0.017], [-0.221, 0.466, 0.096], [-0.154, -0.320, 0.537], [0.671, 1.479, -0.194], [0.019, -0.040, 0.102], [-0.353, -0.665, -0.031], [-0.276, -0.316, 0.096], [0.284, -0.060, -0.130], [0.139, -0.312, 0.022], [-0.113, -0.009, 0.075], [-0.021, -0.115, -0.025], [0.031, -0.145, -0.094], [-0.010, -0.096, 0.035], [-0.003, 0.033, -0.021], [0.171, 0.080, -0.112], [0.322, 0.157, 0.031], [-0.167, 0.073, -0.157], [-0.649, -0.338, -0.145], [-0.137, 0.153, -0.143], [0.531, -0.023, 0.183], [0.023, 0.011, 0.009], [-0.086, -0.005, 0.006], [0.007, 0.115, 0.015], [-0.009, -0.020, 0.122], [0.343, -0.063, 0.054], [-0.253, 0.118, -0.042], [-0.355, 0.328, -0.210], [0.207, -0.160, 0.179], [-0.199, 0.250, -0.056], [0.139, -0.078, 0.065], [0.043, 0.067, -0.048], [-0.031, -0.119, 0.035], [-0.017, -0.069, -0.037], [0.044, 0.012, 0.004], [0.045, -0.030, 0.177], [-0.013, -0.136, 0.043], [0.096, -0.062, -0.004], [0.012, 0.040, -0.003], [0.012, -0.122, -0.026], [-0.193, 0.246, 0.096], [-0.922, -0.145, 0.348], [0.529, -0.011, -0.091], [0.364, 0.001, -0.245]],
  "lowdin_charge": [1.5464, -0.0812, -0.0763, -0.2710, -0.0250, -0.0402, -0.1226, -0.3871, -0.0153, -0.0965, -0.3702, -0.1908, 0.0512, 0.0881, 0.0887, 0.0794, 0.1041, 0.1054, 0.0634, 0.0755, 0.0808, 0.1140, -0.0613, -0.1577, -0.6717, 0.0031, -0.2078, 0.0912, 0.0786, 0.1113, 0.1146, 0.7412, -0.6758, -0.1451, -0.0817, -0.0284, -0.1210, -0.0899, -0.6171, 0.0280, -0.1933, 0.0926, 0.0982, 0.1163, 0.0950, -0.0557, -0.1346, -0.0371, -0.4788, 0.0226, -0.0495, 0.0869, 0.0867, 0.0864, 0.0911, 0.0789, 0.0813, 0.0749, 0.0901, 0.0881, 0.4151, -0.6215, -0.0372, -0.0279]
}


Record 2
{
  "formula": "C29H38MgN3",
  "method": "the ωB97M-V functional and the def2-TZVPD basis",
  "lumo_energy_ev": -3.722,
  "homo_lumo_gap_ev": 7.3,
  "homo_ha": -0.407,
  "energy_ha": -1492.09099,
  "charge": 1,
  "elements": ["Mg", "C", "C", "C", "C", "C", "C", "C", "C", "C", "C", "C", "C", "C", "C", "C", "C", "C", "H", "H", "H", "H", "H", "H", "H", "H", "H", "H", "H", "H", "H", "H", "H", "H", "H", "H", "H", "H", "H", "H", "H", "H", "H", "H", "H", "H", "H", "N", "C", "C", "C", "C", "C", "C", "N", "C", "C", "C", "C", "N", "C", "C", "H", "H", "H", "H", "H", "H", "H", "H", "H"],
  "positions_angstrom": [[-0.05820, 1.14196, 1.22100], [1.28918, 1.51015, 2.97164], [2.00653, 0.73302, 2.00744], [2.11597, 1.55389, 0.82017], [1.45308, 2.79256, 1.12021], [0.95133, 2.77618, 2.43575], [0.27037, 3.92648, 3.15054], [-0.83439, 4.51471, 2.26617], [-0.34046, 3.46459, 4.47254], [1.31931, 5.01226, 3.43411], [2.86999, 1.38435, -0.50579], [2.43031, 2.46233, -1.50853], [2.62563, 0.04018, -1.19745], [4.37305, 1.59771, -0.25920], [2.38968, -0.72278, 2.32049], [3.84722, -1.05150, 1.98048], [2.23114, -1.00149, 3.82310], [1.43313, -1.68580, 1.59389], [1.06540, 1.18914, 3.97505], [1.40307, 3.64009, 0.45558], [-1.61643, 3.77198, 2.06870], [-0.44256, 4.86295, 1.30909], [-1.30673, 5.36509, 2.76042], [-1.07920, 2.67252, 4.31992], [-0.84446, 4.30000, 4.96004], [0.42342, 3.09452, 5.15759], [1.75377, 5.38869, 2.50689], [2.12714, 4.61421, 4.04970], [0.86654, 5.85240, 3.96394], [1.35375, 2.42702, -1.70063], [2.94181, 2.29431, -2.45666], [2.69000, 3.46656, -1.17593], [1.55976, -0.10439, -1.40796], [2.97913, -0.81162, -0.62611], [3.14855, 0.02387, -2.15508], [4.54655, 2.58780, 0.16498], [4.91936, 1.53119, -1.20228], [4.78880, 0.86428, 0.42621], [4.52141, -0.36603, 2.49581], [4.06414, -1.00578, 0.91838], [4.07769, -2.06404, 2.31636], [2.84987, -0.33113, 4.42056], [2.54846, -2.02427, 4.02914], [1.19607, -0.91072, 4.15619], [1.44463, -1.55741, 0.51283], [0.40567, -1.53614, 1.95837], [1.68479, -2.72665, 1.80724], [-6.67141, 0.21354, -1.44504], [-7.96725, -0.23895, -1.32847], [-9.06684, -0.17405, -2.18358], [-10.23050, -0.74695, -1.72388], [-10.30845, -1.36587, -0.45871], [-9.22147, -1.42649, 0.37888], [-8.02693, -0.84980, -0.06793], [-6.80214, -0.76717, 0.55672], [-6.03078, -0.13153, -0.28369], [-4.63395, 0.16577, 0.00758], [-3.78621, 0.83518, -0.87487], [-2.48145, 1.07342, -0.50855], [-1.97331, 0.68634, 0.67306], [-2.79232, 0.03618, 1.52574], [-4.10461, -0.23777, 1.23631], [-6.28973, 0.70758, -2.23137], [-9.01526, 0.29815, -3.15533], [-11.11241, -0.72336, -2.34967], [-11.24865, -1.80048, -0.14824], [-9.27300, -1.89940, 1.34983], [-4.11977, 1.17585, -1.84468], [-1.81041, 1.59450, -1.18109], [-2.36437, -0.26881, 2.47346], [-4.73552, -0.75960, 1.94114]],
  "atomic_forces_ev_per_a": [[-0.019, 0.055, 0.006], [-0.069, 0.020, 0.058], [0.001, -0.048, -0.022], [0.020, -0.064, -0.086], [0.079, 0.009, -0.156], [-0.043, -0.024, 0.232], [0.033, 0.041, -0.041], [-0.019, 0.001, 0.007], [0.003, 0.009, -0.003], [-0.016, -0.014, 0.009], [0.022, 0.052, 0.039], [0.010, -0.019, -0.007], [0.016, 0.000, -0.009], [-0.013, -0.015, -0.018], [0.020, 0.017, -0.011], [-0.005, -0.016, -0.001], [0.021, -0.004, -0.019], [0.010, 0.016, 0.014], [0.002, 0.023, 0.015], [0.002, -0.006, 0.006], [-0.004, 0.005, 0.003], [0.005, -0.003, 0.003], [-0.007, -0.001, -0.005], [-0.003, -0.002, 0.005], [-0.002, -0.004, 0.005], [-0.004, -0.009, 0.003], [0.004, -0.005, -0.002], [0.004, 0.006, -0.002], [-0.005, -0.004, 0.000], [0.000, 0.005, -0.006], [-0.010, 0.004, -0.004], [-0.003, 0.001, 0.000], [-0.002, -0.010, 0.003], [-0.015, -0.009, 0.000], [-0.005, 0.000, -0.001], [-0.001, 0.002, 0.000], [0.003, 0.002, 0.003], [0.001, 0.003, 0.002], [0.001, 0.002, -0.003], [0.005, 0.003, 0.000], [0.004, 0.002, -0.001], [-0.006, 0.003, 0.004], [-0.006, 0.002, 0.005], [-0.004, -0.002, 0.006], [-0.003, 0.001, -0.009], [-0.005, -0.002, -0.009], [-0.001, 0.001, 0.001], [-0.023, 0.015, -0.008], [0.004, -0.001, 0.000], [0.016, 0.007, -0.009], [-0.010, -0.014, 0.021], [-0.008, 0.011, -0.029], [0.027, -0.007, 0.023], [-0.030, -0.015, -0.008], [-0.004, 0.024, 0.006], [0.023, -0.025, 0.006], [0.028, 0.007, -0.009], [-0.028, 0.000, -0.012], [0.026, 0.000, 0.006], [-0.011, -0.031, -0.009], [0.008, 0.003, -0.007], [-0.022, -0.017, 0.011], [0.000, 0.001, 0.000], [0.005, 0.002, 0.002], [-0.002, -0.001, 0.002], [-0.001, 0.001, -0.001], [0.002, 0.002, -0.001], [0.001, 0.005, 0.002], [-0.004, 0.005, -0.001], [-0.001, 0.002, 0.003], [0.004, 0.002, 0.002]],
  "lowdin_charge": [0.8548, -0.0651, -0.1695, -0.1742, -0.0711, -0.2629, -0.5637, -0.0426, -0.0489, -0.0303, -0.5324, -0.0628, -0.0447, -0.0230, -0.5261, -0.0368, -0.0591, -0.0359, 0.1077, 0.1146, 0.0786, 0.0831, 0.0930, 0.0842, 0.0926, 0.0900, 0.0876, 0.0944, 0.0903, 0.0830, 0.0927, 0.0859, 0.0856, 0.0561, 0.0944, 0.0969, 0.0937, 0.0635, 0.1000, 0.0555, 0.0928, 0.1003, 0.0928, 0.0810, 0.0634, 0.0794, 0.0986, 0.1734, -0.1815, -0.0135, -0.0720, -0.0739, -0.0038, -0.2156, 0.1910, -0.2859, -0.0946, 0.0228, -0.0949, -0.0309, -0.0879, 0.0300, 0.1560, 0.1127, 0.1085, 0.1071, 0.1167, 0.1189, 0.1263, 0.1273, 0.1263]
}


Record 3
{
  "formula": "C11H17FINO6",
  "method": "the ωB97M-V functional and the def2-TZVPD basis",
  "lumo_energy_ev": 4.242,
  "homo_lumo_gap_ev": 2.6,
  "homo_ha": 0.059,
  "energy_ha": -1332.89845,
  "charge": -2,
  "elements": ["N", "C", "O", "C", "O", "C", "C", "O", "C", "C", "C", "F", "C", "C", "O", "I", "H", "H", "H", "H", "H", "H", "H", "H", "H", "H", "H", "H", "H", "O", "C", "C", "O", "H", "H", "H", "H"],
  "positions_angstrom": [[-0.05042, -1.96327, 3.98399], [-0.91097, -1.32810, 3.55372], [-1.72632, -0.42168, 3.12084], [-2.35820, -0.73337, 1.81854], [-2.38905, 0.44828, 1.10617], [-1.15605, 0.68328, 0.41495], [-0.99837, 2.19753, 0.33102], [0.14331, 2.61851, -0.37578], [1.36797, 2.20171, 0.19196], [2.49065, 2.70318, -0.71744], [2.84793, 4.16459, -0.44364], [2.28225, 4.99897, -1.41203], [-1.25484, 0.04823, -0.97208], [0.04666, -0.47880, -1.47210], [0.86017, -1.01617, -0.81520], [0.37429, -0.28486, -3.62487], [-3.38910, -1.02005, 2.00683], [-1.80979, -1.51724, 1.27808], [-0.31717, 0.25949, 0.97073], [-1.06370, 2.63056, 1.33993], [-1.86207, 2.58108, -0.21813], [1.45936, 1.11312, 0.23339], [1.49248, 2.56069, 1.22508], [2.08167, 2.64003, -1.72745], [3.34642, 2.03895, -0.60902], [2.42258, 4.47813, 0.51105], [3.92943, 4.30779, -0.46706], [-1.71625, 0.76514, -1.65216], [-1.94597, -0.79982, -0.89313], [-1.52993, -2.86912, -0.89120], [-0.28307, -3.45574, -0.76512], [-0.25715, -5.02217, -0.90208], [0.96515, -5.59721, -0.76853], [0.23526, -3.24717, 0.20461], [0.47015, -3.09846, -1.51465], [-0.76698, -5.21377, -1.88963], [-1.03032, -5.37229, -0.15958]],
  "atomic_forces_ev_per_a": [[-0.226, -0.331, 0.222], [0.466, 0.822, -0.044], [-0.096, -0.690, 0.032], [-0.304, 0.316, -0.839], [0.192, -0.044, 0.415], [0.181, 0.139, -0.445], [-0.594, -0.001, 0.186], [-0.001, -0.017, 0.224], [0.606, -0.459, -0.269], [-0.738, 0.425, 0.503], [-0.143, -0.524, -0.209], [0.138, 0.115, -0.041], [-0.809, 0.826, 0.056], [-0.442, -0.918, 0.657], [0.554, 0.824, -0.202], [0.006, 0.092, -0.266], [0.056, -0.067, 0.205], [0.058, -0.233, 0.116], [-0.133, -0.168, 0.092], [0.313, -0.021, 0.033], [0.066, 0.054, -0.063], [-0.262, -0.017, -0.017], [-0.146, 0.172, -0.032], [0.335, -0.149, -0.135], [0.102, 0.101, -0.110], [0.208, 0.098, 0.069], [-0.024, 0.230, 0.029], [0.241, 0.056, -0.184], [0.539, -0.620, -0.179], [0.304, 0.878, 0.099], [-0.129, -0.819, 0.018], [0.110, 0.304, 0.071], [-0.136, -0.096, -0.050], [-0.184, -0.034, 0.084], [-0.234, -0.208, -0.062], [0.078, 0.003, -0.085], [0.048, -0.035, 0.121]],
  "lowdin_charge": [0.1495, -0.3744, 0.0218, -0.1452, -0.0612, -0.2998, -0.1607, -0.1177, -0.2291, -0.1271, -0.1973, -0.0764, -0.1552, -0.8214, 0.0085, 0.6616, 0.1399, 0.1351, 0.1449, 0.1304, 0.1324, 0.1056, 0.1276, 0.1191, 0.1176, 0.1086, 0.1050, 0.0998, 0.1075, -0.3840, -0.4938, -0.5802, -0.4469, 0.0756, 0.0660, 0.0582, 0.0554]
}